# 1
H2N2O5S | ωB97M-V/def2-TZVPD

Results
2S+1: 1
molecular weight: 142.09 g mol⁻¹
max |F|: 0.064 Eh/bohr
E: -24077.347 eV
relative energy (zero: lowest compared OMol25 entry of this formula, charge and spin): 108.56 kcal/mol
orbital gap: 9.66 eV

Geometry (Å):
N 1.594 0.258 -0.222
N -1.503 -0.424 -0.584
O -2.719 -0.507 -0.600
O -0.755 -0.412 -1.508
O -1.652 0.213 2.019
O 0.465 0.846 0.847
O 1.965 -0.849 0.157
S -0.589 -0.360 1.215
H 2.267 1.165 -0.272
H 0.927 0.070 -1.051


# 2
CH4S2 | ωB97M-V/def2-TZVPD

Results
2S+1: 1
molecular weight: 80.18 g mol⁻¹
max |F|: 0.032 Eh/bohr
SMILES: CSS
E: -22771.913 eV
relative energy (zero: lowest compared OMol25 entry of this formula, charge and spin): 8.67 kcal/mol
orbital gap: 8.77 eV

Geometry (Å):
C 0.743 -1.179 1.094
S 0.346 -0.552 -0.579
S -0.807 1.134 -0.124
H 1.285 -2.101 0.934
H -0.122 -1.195 1.753
H 1.369 -0.399 1.542
H -0.408 1.328 1.158


# 3
C4H8N2O | ωB97M-V/def2-TZVPD

Results
2S+1: 1
molecular weight: 100.12 g mol⁻¹
max |F|: 0.008 Eh/bohr
E: -9301.749 eV
relative energy (zero: lowest compared OMol25 entry of this formula, charge and spin): 107.09 kcal/mol
orbital gap (alpha / beta): 8.34 / 8.34 eV

Geometry (Å):
N 2.121 -1.182 -1.765
C 1.039 -1.219 -0.944
O 0.870 -2.049 -0.068
C 0.035 1.380 1.701
N -0.792 0.964 0.805
C -1.828 -0.044 0.650
C -1.452 0.982 -0.362
H 2.841 -1.883 -1.673
H 2.210 -0.476 -2.477
H 0.204 0.762 2.574
H 0.566 2.312 1.549
H -1.477 -1.069 0.527
H -2.651 0.089 1.362
H 0.313 -0.411 -1.150
H -1.999 1.842 -0.730


# 4
C7H8N4 | ωB97M-V/def2-TZVPD

Results
2S+1: 3
molecular weight: 148.17 g mol⁻¹
expectation value of S²: 2.017
max |F|: 0.072 Eh/bohr
E: -13342.334 eV
relative energy (zero: lowest compared OMol25 entry of this formula, charge and spin): 23.46 kcal/mol
orbital gap (alpha / beta): 8.65 / 7.41 eV

Geometry (Å):
C 2.232 -0.777 1.797
C 1.924 -1.892 0.911
C -2.722 1.106 -1.347
C 1.006 -0.231 2.117
C 0.578 -1.942 0.710
C -2.361 2.224 -2.132
C -1.714 0.949 -0.475
N -0.750 1.833 -0.609
N -1.126 2.606 -1.654
N 0.038 -0.919 1.404
N -1.271 -0.660 1.416
H 3.154 -0.706 2.249
H 2.664 -2.714 0.794
H -3.446 0.364 -1.507
H 0.627 0.648 2.661
H -0.041 -2.511 -0.069
H -2.814 2.819 -2.985
H -0.579 3.388 -1.772
H -1.323 0.151 2.026


# 5
C4H9N2 | ωB97M-V/def2-TZVPD

Results
net charge: +1
2S+1: 1
molecular weight: 85.13 g mol⁻¹
max |F|: 0.056 Eh/bohr
E: -7263.424 eV
relative energy (zero: lowest compared OMol25 entry of this formula, charge and spin): 108.80 kcal/mol
orbital gap: 9.41 eV

Geometry (Å):
C 1.125 2.007 -0.563
C -1.770 -0.608 0.544
C -0.405 -0.336 -0.178
C 0.043 -1.694 -0.649
N 0.498 0.655 -0.388
N 1.632 2.465 0.550
H -2.496 0.273 0.698
H -2.332 -1.368 -0.081
H -1.535 -1.082 1.561
H 1.226 -1.883 -0.647
H -0.413 -1.681 -1.733
H -0.479 -2.475 -0.068
H 1.334 0.320 -1.031
H 1.977 3.487 0.575
H 1.595 1.919 1.409


# 6
C22H31BN2O9PS | ωB97M-V/def2-TZVPD

Results
net charge: -1
2S+1: 1
molecular weight: 541.35 g mol⁻¹
max |F|: 0.057 Eh/bohr
E: -65526.186 eV
orbital gap: 5.03 eV

Geometry (Å):
N 0.521 -4.546 3.802
C 0.209 -3.817 2.562
C 0.143 -2.299 2.836
C 0.217 -1.453 1.580
O 0.079 -0.095 1.731
B 0.099 0.506 0.360
C 1.577 1.014 -0.059
C 2.153 2.085 0.865
C 2.662 1.537 2.192
S 4.036 0.338 2.038
P -1.315 1.870 0.489
O -1.137 2.667 1.767
O -0.355 -0.657 -0.462
C -0.684 -1.793 0.346
O -0.295 -2.900 -0.417
C -2.232 -1.700 0.463
C -2.782 -1.532 1.882
C -4.229 -1.068 1.908
N -4.540 -0.001 2.842
O -5.071 -1.542 1.234
H -0.197 -4.354 4.492
H 1.394 -4.207 4.190
H -0.763 -4.164 2.223
H 0.992 -3.989 1.827
H -0.765 -2.123 3.417
H 0.960 -2.015 3.504
H 1.226 -1.696 1.177
H 2.222 0.137 -0.165
H 1.509 1.465 -1.056
H 2.977 2.636 0.397
H 1.393 2.833 1.103
H 1.869 1.098 2.789
H 3.076 2.368 2.763
H 3.507 -0.861 1.713
H -1.361 2.719 -0.657
H -2.602 1.273 0.534
H 0.003 -2.548 -1.266
H -2.640 -2.610 0.020
H -2.610 -0.892 -0.150
H -2.183 -0.815 2.440
H -2.700 -2.491 2.402
H -4.014 0.814 2.514
H -4.100 -0.225 3.733
C -3.823 5.061 -3.464
C -3.407 4.288 -2.464
C -4.070 2.993 -2.166
O -3.693 2.290 -1.256
C -5.211 2.595 -3.028
C -5.626 3.370 -4.027
C -4.963 4.663 -4.324
O -5.341 5.370 -5.237
H -3.354 6.009 -3.696
H -2.576 4.561 -1.825
H -5.680 1.647 -2.795
H -6.457 3.098 -4.666
C 6.079 -2.107 -3.308
C 5.038 -1.311 -3.534
C 4.536 -0.381 -2.488
O 3.589 0.342 -2.702
C 5.244 -0.377 -1.180
C 6.286 -1.176 -0.961
C 6.785 -2.101 -2.004
O 7.738 -2.829 -1.804
H 6.459 -2.791 -4.057
H 4.511 -1.300 -4.480
H 4.873 0.304 -0.420
H 6.815 -1.187 -0.016


# 7
C5H8N | ωB97M-V/def2-TZVPD

Results
net charge: +1
2S+1: 1
molecular weight: 82.13 g mol⁻¹
max |F|: 0.057 Eh/bohr
E: -6793.572 eV
relative energy (zero: lowest compared OMol25 entry of this formula, charge and spin): 104.15 kcal/mol
orbital gap (alpha / beta): 8.44 / 8.44 eV

Geometry (Å):
C 2.348 0.026 -0.345
C -0.942 -0.978 0.056
C -1.530 0.337 -0.499
C 0.075 -0.150 0.891
C -0.633 1.098 0.361
N 1.220 0.107 0.148
H 2.719 0.770 -1.046
H 3.016 -0.806 -0.101
H -1.628 -1.545 0.678
H -0.487 -1.635 -0.679
H -1.485 0.521 -1.576
H -2.575 0.509 -0.215
H 0.228 -0.382 1.944
H -0.325 2.128 0.383


# 8
C32H20Cl84F5NO3PS | ωB97M-V/def2-TZVPD

Results
net charge: +1
2S+1: 1
molecular weight: 3602.60 g mol⁻¹
max |F|: 0.070 Eh/bohr
E: -1126719.209 eV
orbital gap: 8.97 eV

Geometry (Å):
C -0.129 0.370 -1.277
C -0.525 -0.237 -2.609
O -1.701 0.292 -3.212
C -1.650 1.644 -3.408
C -0.467 2.118 -4.299
C -0.544 3.676 -4.292
S 0.930 4.461 -4.932
O 0.712 5.805 -5.295
O 1.392 3.673 -5.998
C 2.134 4.449 -3.529
F 1.521 5.068 -2.549
F 2.344 3.244 -3.103
C 3.460 5.207 -3.854
F 3.601 5.474 -5.085
F 4.440 4.457 -3.460
F 3.496 6.286 -3.170
C -1.814 4.073 -5.030
N -2.932 3.543 -4.208
P -4.545 4.300 -4.636
C -5.808 3.698 -3.431
C -4.459 6.117 -4.278
C -2.925 2.059 -4.173
H 0.839 -0.064 -1.023
H 0.024 1.445 -1.294
H -0.789 0.090 -0.465
H -0.730 -1.282 -2.434
H 0.324 -0.222 -3.289
H -1.618 2.242 -2.488
H 0.493 1.763 -3.964
H -0.660 1.828 -5.324
H -0.635 3.947 -3.239
H -1.863 3.549 -5.977
H -1.927 5.131 -5.218
H -2.722 3.850 -3.254
H -5.656 4.264 -2.515
H -5.694 2.650 -3.184
H -6.809 3.870 -3.799
H -5.375 6.590 -4.602
H -3.610 6.588 -4.752
H -4.399 6.217 -3.195
H -2.765 1.704 -5.192
H -3.828 1.614 -3.787
C 2.731 -2.706 -0.534
Cl 1.207 -3.046 -1.371
Cl 2.926 -3.831 0.808
Cl 4.073 -2.887 -1.667
Cl 2.707 -1.050 0.097
C 2.381 8.263 -0.383
Cl 1.080 8.635 0.752
Cl 1.747 8.196 -2.037
Cl 3.609 9.526 -0.299
Cl 3.107 6.710 0.060
C 3.131 0.233 -7.006
Cl 2.082 -0.590 -5.830
Cl 4.362 -0.883 -7.585
Cl 2.151 0.787 -8.368
Cl 3.910 1.616 -6.234
C 2.916 -4.579 -6.017
Cl 1.619 -3.616 -5.293
Cl 4.476 -3.849 -5.632
Cl 2.862 -6.218 -5.363
Cl 2.699 -4.632 -7.768
C -0.690 11.453 2.928
Cl -1.477 9.997 2.304
Cl -0.509 12.631 1.624
Cl -1.686 12.150 4.204
Cl 0.919 11.025 3.556
C 2.108 -5.847 4.371
Cl 1.418 -7.392 4.860
Cl 2.966 -6.041 2.836
Cl 0.818 -4.655 4.170
Cl 3.239 -5.287 5.609
C -1.771 -8.531 2.765
Cl -0.675 -9.891 3.024
Cl -0.964 -7.305 1.779
Cl -3.225 -9.092 1.929
Cl -2.221 -7.832 4.322
C -2.614 -0.959 -7.303
Cl -0.991 -0.851 -6.607
Cl -3.576 0.420 -6.726
Cl -2.521 -0.926 -9.061
Cl -3.376 -2.457 -6.777
C 6.614 -7.324 2.640
Cl 5.374 -7.014 3.860
Cl 5.874 -7.305 1.035
Cl 7.856 -6.072 2.731
Cl 7.353 -8.908 2.927
C -5.885 -7.359 -1.317
Cl -5.706 -5.619 -1.061
Cl -7.593 -7.790 -1.204
Cl -5.283 -7.782 -2.923
Cl -4.934 -8.224 -0.089
C -5.050 10.368 0.573
Cl -6.216 11.262 1.548
Cl -3.573 11.311 0.399
Cl -4.649 8.847 1.398
Cl -5.742 10.029 -1.019
C -5.833 5.017 3.547
Cl -5.504 5.072 5.278
Cl -5.221 6.489 2.779
Cl -5.030 3.599 2.843
Cl -7.566 4.894 3.266
C 7.163 -10.175 7.316
Cl 5.752 -11.164 7.697
Cl 7.023 -9.612 5.639
Cl 7.206 -8.776 8.398
Cl 8.637 -11.127 7.524
C 1.751 -10.115 7.763
Cl 0.632 -9.162 8.745
Cl 3.349 -9.375 7.804
Cl 1.838 -11.765 8.392
Cl 1.186 -10.152 6.089
C 11.330 -11.549 4.171
Cl 10.811 -13.156 4.691
Cl 12.035 -11.650 2.554
Cl 9.937 -10.463 4.142
Cl 12.535 -10.925 5.302
C -8.433 -10.349 2.044
Cl -6.879 -9.760 1.439
Cl -9.606 -9.027 2.023
Cl -9.007 -11.661 1.009
Cl -8.242 -10.942 3.698
C 2.919 2.079 2.641
Cl 4.089 0.785 2.906
Cl 3.646 3.331 1.626
Cl 1.486 1.423 1.829
Cl 2.446 2.775 4.191
C 7.783 3.039 -1.488
Cl 6.909 2.209 -0.193
Cl 8.906 1.914 -2.257
Cl 6.624 3.633 -2.683
Cl 8.681 4.401 -0.813
C -0.453 9.921 7.860
Cl 0.692 8.881 8.714
Cl -0.660 11.430 8.755
Cl 0.161 10.277 6.241
Cl -2.013 9.097 7.727
C -8.989 3.984 -0.709
Cl -9.255 5.725 -0.812
Cl -10.511 3.172 -0.347
Cl -8.355 3.390 -2.254
Cl -7.822 3.647 0.579
C -1.006 -2.008 7.037
Cl 0.141 -3.310 7.354
Cl -0.247 -0.799 5.992
Cl -2.435 -2.667 6.231
Cl -1.483 -1.254 8.560